{
  "formula": "C5H7N",
  "method": "the ωB97M-V functional and the def2-TZVPD basis",
  "homo_energy_ev": -8.53,
  "e_above_lowest_kj_mol": 539.1,
  "homo_lumo_gap_ev": 8.71,
  "e_lumo_ha": 0.00663,
  "species": ["H", "C", "C", "H", "H", "H", "H", "N", "C", "C", "C", "H", "H"],
  "positions_angstrom": [[1.12669, 0.86255, -1.12072], [0.74723, -0.80982, 0.95810], [0.50350, 1.32328, -0.34315], [1.83663, -0.87325, 0.83670], [-1.72950, 1.22221, 0.18330], [-0.46704, -0.29527, -1.43749], [-1.82777, -1.33053, -1.08774], [0.28094, 0.60131, 0.89943], [0.03376, -1.71800, 0.01629], [-0.81835, 0.66321, -0.01680], [-0.93006, -0.86405, -0.64843], [0.70929, 2.39128, -0.21518], [0.53467, -1.17293, 1.97566]],
  "atomic_forces_ev_per_a": [[-0.227, -0.034, 0.225], [0.070, 0.041, -0.004], [-0.102, -0.104, -0.106], [-0.120, -0.059, 0.050], [0.212, -0.055, 0.208], [0.877, -1.208, -1.542], [0.184, 0.563, 0.536], [0.015, -0.028, 0.403], [-0.022, 0.620, -0.087], [-0.419, -0.479, 0.196], [-0.146, 1.199, 0.381], [-0.364, -0.345, -0.073], [0.043, -0.110, -0.190]]
}



{
  "formula": "C12H17BN6O2V",
  "method": "the ωB97M-V functional and the def2-TZVPD basis",
  "homo_energy_ev": [-15.96, -15.96],
  "e_above_lowest_kj_mol": 0.0,
  "multiplicity": 4,
  "total_charge": 2,
  "homo_lumo_gap_ev": [8.13, 4.31],
  "e_lumo_ha": [-0.28760, -0.42836],
  "species": ["H", "C", "H", "H", "H", "C", "N", "H", "H", "C", "H", "C", "H", "C", "H", "N", "V", "C", "B", "H", "N", "H", "H", "H", "C", "C", "H", "H", "C", "C", "N", "H", "O", "C", "O", "N", "N", "H", "C"],
  "positions_angstrom": [[-1.99775, -2.26155, -0.11880], [0.32479, 1.17383, 3.94742], [-2.56880, -0.66371, 1.82159], [-0.79599, -1.90167, -4.28491], [-1.06318, -1.64632, 2.02750], [-0.95159, -1.83575, -3.22334], [-0.00324, 1.52983, -2.55710], [-1.46768, 4.42509, -2.63393], [0.45289, 2.26297, 3.98339], [-1.56453, -2.01922, -1.07399], [-1.38848, 3.20884, -0.17061], [3.27219, 0.03985, -2.42757], [-2.44572, -3.34714, -2.60950], [-1.03620, 3.47998, -2.38952], [5.09622, -0.08560, -1.18117], [-0.63956, -1.02829, -1.17031], [0.06120, 0.15470, 0.25307], [0.18992, 0.75030, 2.50692], [0.69468, 0.19732, -2.96582], [1.18494, 0.67009, 4.39449], [1.84676, 0.06422, -0.70245], [-2.71843, -2.40681, 2.17250], [3.56213, 0.04915, -3.46996], [3.26678, -0.03929, 0.87100], [-0.39788, 2.60367, -3.26533], [4.02523, -0.02872, -1.25411], [-0.19776, 2.64746, -4.31733], [-2.16661, -1.31873, 3.43278], [-1.00356, 2.87609, -1.12867], [-1.77970, -2.55499, -2.34883], [-0.37240, 1.68613, -1.22558], [-0.59342, 0.90624, 4.48261], [-0.62061, 1.36221, 1.71546], [3.10858, -0.00682, -0.19897], [0.87893, -0.24014, 2.03530], [1.97265, 0.09148, -2.09654], [-0.27127, -0.92654, -2.50791], [0.93427, 0.15548, -4.14246], [-2.11310, -1.51344, 2.35845]],
  "atomic_forces_ev_per_a": [[-0.045, -0.128, -0.007], [0.239, -0.109, -0.656], [0.054, -0.257, 0.240], [-0.056, -0.127, -0.118], [-0.576, -0.259, 0.380], [-0.133, 0.140, 1.240], [-0.807, 2.052, -1.436], [-0.190, 0.420, -0.126], [-0.124, -0.257, 0.048], [0.649, 0.335, -1.400], [0.058, 0.023, -0.192], [-0.286, -0.004, 0.696], [-0.186, -0.277, -0.074], [-0.488, 1.124, -0.288], [0.038, -0.029, 0.012], [-0.472, -0.464, -0.580], [0.412, -0.023, -0.233], [0.283, 0.010, 1.446], [0.682, -0.994, 0.145], [-0.221, 0.082, -0.031], [1.061, 0.119, -0.461], [0.301, 0.105, -0.106], [0.063, -0.032, 0.167], [-0.002, -0.038, -0.157], [1.457, -2.960, 0.360], [-0.252, 0.072, -0.027], [-0.022, 0.173, -0.283], [0.244, 0.070, -0.195], [1.186, -2.940, 1.473], [0.322, 0.489, 0.223], [-1.458, 2.548, 0.897], [0.119, 0.078, -0.109], [0.684, -0.680, -0.669], [-0.673, 0.027, -1.038], [-0.761, 1.096, -0.511], [-0.353, 0.249, 0.882], [-0.440, 0.054, 0.502], [-0.150, 0.099, 0.326], [-0.156, 0.213, -0.342]]
}